[1]
Molecular formula: C3H11NO3
Method: DFT, ωB97M-V/def2-TZVPD

Properties
Lowest unoccupied orbital energy = 0.52 eV
SMILES = CCNC=O.O.O
Energy relative to the best compared isomer or geometry (same formula, charge and spin) = 1.225 eV
Electronic energy = -10921.7804 eV
Gap between HOMO and LUMO = 10.307 eV
HOMO level = -9.787 eV

Last column: Mulliken charge in e.
CARTESIAN COORDINATES (ANGSTROEM)
C1 -2.152 1.272 -1.126  -1.23
C2 -0.837 1.738 -1.695  -0.25
N1 0.316 1.542 -0.832  -0.15
C3 0.492 0.471 -0.007  0.11
O1 1.553 0.088 0.427  -0.58
H1 -3.003 1.677 -1.679  0.38
H2 -2.289 1.651 -0.120  0.31
H3 -2.314 0.205 -1.117  0.37
H4 -0.659 1.273 -2.668  0.23
H5 -0.851 2.803 -1.928  0.34
H6 1.100 2.154 -0.986  0.24
H7 -0.482 0.128 0.361  0.24
O2 3.364 -3.569 -0.048  -0.64
H8 2.921 -3.629 0.803  0.32
H9 2.878 -2.888 -0.531  0.32
O3 -2.432 -0.673 2.826  -0.62
H10 -3.084 -1.343 3.070  0.32
H11 -2.927 -0.206 2.139  0.30

[2]
Molecular formula: C3H10N3O3
Method: DFT, ωB97M-V/def2-TZVPD

Properties
Lowest unoccupied orbital energy = -4.38 eV
Energy relative to the best compared isomer or geometry (same formula, charge and spin) = 4.002 eV
Charge = +1
Electronic energy = -13874.8567 eV
Gap between HOMO and LUMO = 10.607 eV
HOMO level = -14.986 eV

Last column: Mulliken charge in e.
CARTESIAN COORDINATES (ANGSTROEM)
C1 1.154 -1.605 0.976  -1.32
C2 -1.171 -0.552 0.466  -0.55
C3 0.168 -0.999 0.033  0.99
N1 0.442 -1.076 -1.241  -0.30
N2 0.963 2.434 0.240  0.87
N3 -1.662 0.410 -0.398  -0.64
O1 1.779 3.281 0.459  -0.49
O2 -0.134 2.850 -0.517  -0.43
O3 0.933 1.253 0.508  -0.48
H1 1.795 -0.641 0.937  0.40
H2 0.784 -1.803 1.954  0.34
H3 1.663 -2.494 0.578  0.39
H4 -1.811 -1.414 0.337  0.38
H5 -1.040 -0.152 1.478  0.37
H6 -0.063 -0.808 -2.069  0.18
H7 1.354 -1.469 -1.457  0.29
H8 -2.649 0.706 -0.179  0.28
H9 -1.840 0.057 -1.391  0.26
H10 -0.665 2.020 -0.715  0.46

[3]
Molecular formula: C4H6O2P
Method: DFT, ωB97M-V/def2-TZVPD

Properties
Lowest unoccupied orbital energy (alpha / beta) = 4.42 / 2.56 eV
Energy relative to the best compared isomer or geometry (same formula, charge and spin) = 0.000 eV
Charge = -1
Electronic energy = -17627.0504 eV
Spin multiplicity = 3
Gap between HOMO and LUMO (alpha / beta) = 5.316 / 6.480 eV
HOMO level (alpha / beta) = -0.896 / -3.924 eV

Last column: Mulliken spin population.
CARTESIAN COORDINATES (ANGSTROEM)
C1 0.801 -1.102 0.235  0.18
C2 1.530 -0.037 -0.374  0.00
C3 -0.527 -1.051 0.575  0.46
C4 1.194 1.221 -0.650  0.47
O1 -3.020 -0.666 -0.458  0.28
O2 -2.097 1.142 0.932  0.07
P1 -1.711 0.071 -0.342  0.55
H1 1.589 -1.904 0.399  0.05
H2 2.461 -0.318 -0.681  0.01
H3 -0.957 -2.031 0.736  0.03
H4 0.190 1.677 -0.390  -0.08
H5 1.893 1.637 -1.460  0.00
H6 -1.346 1.361 1.477  -0.02

[4]
Molecular formula: C4H5ClN2S
Method: DFT, ωB97M-V/def2-TZVPD

Properties
Lowest unoccupied orbital energy = 0.50 eV
SMILES = N/N=C1/SC=C[C@@H]1Cl
Energy relative to the best compared isomer or geometry (same formula, charge and spin) = 1.438 eV
Electronic energy = -30565.4591 eV
Gap between HOMO and LUMO = 8.774 eV
HOMO level = -8.274 eV

Last column: Mulliken charge in e.
CARTESIAN COORDINATES (ANGSTROEM)
N1 2.299 -0.831 -0.725  -0.43
N2 1.219 -1.398 -0.129  -0.36
C1 0.234 -0.701 0.164  0.35
S1 -1.168 -1.341 1.012  -0.16
C2 -1.653 0.293 1.388  -0.25
C3 -0.875 1.272 0.942  -0.66
C4 0.278 0.818 0.132  0.19
Cl1 0.199 1.455 -1.614  -0.23
H1 2.987 -1.527 -0.910  0.26
H2 2.090 -0.176 -1.459  0.17
H3 -2.429 0.394 2.126  0.39
H4 -1.072 2.332 1.178  0.33
H5 1.209 1.225 0.517  0.39

[5]
Molecular formula: H16O8
Method: DFT, ωB97M-V/def2-TZVPD

Properties
Lowest unoccupied orbital energy (alpha / beta) = 3.10 / 2.96 eV
Energy relative to the best compared isomer or geometry (same formula, charge and spin) = 0.468 eV
Charge = -1
Electronic energy = -16639.4605 eV
Spin multiplicity = 2
Gap between HOMO and LUMO (alpha / beta) = 2.686 / 10.196 eV
HOMO level (alpha / beta) = 0.410 / -7.238 eV

Last column: Mulliken spin population.
CARTESIAN COORDINATES (ANGSTROEM)
O1 25.263 4.008 -7.378  0.19
H1 25.489 4.546 -8.137  -0.09
H2 25.102 4.638 -6.676  -0.05
O2 26.453 1.863 -6.036  0.10
H3 26.293 1.328 -5.259  -0.09
H4 25.842 2.595 -5.953  -0.05
O3 29.008 2.767 -6.221  0.08
H5 28.071 2.583 -6.160  -0.02
H6 29.391 1.956 -6.554  -0.03
O4 25.683 4.949 -0.524  0.46
H7 24.793 4.637 -0.692  -0.10
H8 25.965 5.330 -1.355  -0.04
O5 24.079 7.816 -3.263  0.24
H9 23.401 7.833 -2.588  -0.07
H10 24.797 7.321 -2.870  0.01
O6 27.230 5.949 -2.560  -0.05
H11 27.357 6.863 -2.305  0.08
H12 28.115 5.585 -2.594  -0.01
O7 25.458 4.883 -4.645  0.79
H13 25.962 5.269 -3.929  0.07
H14 26.118 4.546 -5.250  -0.25
O8 23.778 4.657 -2.504  -0.17
H15 22.873 4.500 -2.771  -0.01
H16 24.278 4.629 -3.321  -0.01

[6]
Molecular formula: C4H9P
Method: DFT, ωB97M-V/def2-TZVPD

Properties
Lowest unoccupied orbital energy = 0.93 eV
SMILES = C/C=C/PC
Energy relative to the best compared isomer or geometry (same formula, charge and spin) = 2.090 eV
Electronic energy = -13579.2098 eV
Gap between HOMO and LUMO = 9.556 eV
HOMO level = -8.622 eV

Last column: Mulliken charge in e.
CARTESIAN COORDINATES (ANGSTROEM)
C1 -1.402 1.771 1.668  -0.88
C2 -1.193 1.298 0.253  0.01
C3 -0.668 -0.006 -0.096  -0.59
P1 0.188 -1.485 -1.554  0.05
C4 1.908 -1.895 -1.098  -0.76
H1 -2.360 2.233 1.774  0.28
H2 -0.584 2.498 1.927  0.24
H3 -1.228 0.886 2.314  0.29
H4 -1.559 1.886 -0.552  0.35
H5 -0.451 -0.458 0.827  0.16
H6 0.485 -0.599 -2.602  0.04
H7 2.233 -2.883 -1.583  0.29
H8 1.821 -2.142 -0.047  0.25
H9 2.811 -1.103 -1.232  0.28

[7]
Molecular formula: C6H13NOS
Method: DFT, ωB97M-V/def2-TZVPD

Properties
Lowest unoccupied orbital energy = 0.52 eV
Energy relative to the best compared isomer or geometry (same formula, charge and spin) = 3.969 eV
Electronic energy = -20802.3277 eV
Gap between HOMO and LUMO = 9.367 eV
HOMO level = -8.845 eV

Last column: Mulliken charge in e.
CARTESIAN COORDINATES (ANGSTROEM)
C1 1.102 2.915 0.415  -1.22
C2 0.544 -0.171 0.568  -0.60
C3 -0.278 0.750 0.069  0.46
C4 0.178 2.107 -0.462  -1.06
C5 0.876 -2.599 -0.127  -1.29
C6 0.260 -1.595 0.937  -0.12
N1 -2.047 -0.803 -1.186  -0.51
O1 -2.381 -0.344 1.080  -0.64
S1 -2.062 0.511 -0.069  0.50
H1 2.118 2.610 0.348  0.30
H2 0.864 3.860 0.078  0.42
H3 1.660 0.034 0.645  0.24
H4 0.714 2.702 1.351  0.36
H5 -0.617 2.597 -0.846  0.67
H6 0.691 1.962 -1.340  0.47
H7 1.943 -2.925 -0.076  0.36
H8 0.399 -3.657 0.004  0.29
H9 0.753 -2.341 -1.088  0.44
H10 -0.829 -1.927 0.947  0.22
H11 0.856 -1.663 1.952  0.27
H12 -2.779 -1.487 -1.057  0.24
H13 -1.966 -0.536 -2.142  0.21

[8]
Molecular formula: C27H36N8ORbS2
Method: DFT, ωB97M-V/def2-TZVPD

Properties
Lowest unoccupied orbital energy = -2.18 eV
Charge = +1
Electronic energy = -64873.5798 eV
Gap between HOMO and LUMO = 8.651 eV
HOMO level = -10.827 eV

Last column: Mulliken charge in e.
CARTESIAN COORDINATES (ANGSTROEM)
Rb1 -1.498 0.149 -0.965  0.94
C1 0.276 4.956 -1.254  -1.74
C2 0.075 3.569 -0.711  0.13
N1 -0.961 3.119 -0.146  0.35
C3 -2.181 3.868 0.089  -0.85
C4 -2.975 3.218 1.230  -0.99
N2 -2.890 1.773 1.096  0.19
C5 -3.619 0.966 2.060  -0.82
C6 -3.355 -0.512 1.805  -0.50
N3 -1.975 -0.870 2.087  0.10
C7 -1.466 -2.132 1.575  -1.03
C8 0.062 -2.100 1.593  -1.16
N4 0.489 -1.022 0.721  1.38
C9 1.695 -0.800 0.430  0.16
C10 2.873 -1.647 0.818  -2.16
C11 1.974 0.473 -0.338  0.64
C12 3.171 0.687 -1.017  -1.01
C13 3.366 1.909 -1.634  -0.98
C14 2.390 2.887 -1.556  -0.83
C15 1.220 2.587 -0.862  0.90
N5 1.039 1.407 -0.280  0.18
H1 -0.566 5.606 -1.035  0.41
H2 0.401 4.918 -2.338  0.35
H3 1.180 5.405 -0.841  0.38
H4 -2.781 3.824 -0.825  0.35
H5 -2.005 4.923 0.320  0.41
H6 -4.019 3.533 1.170  0.48
H7 -2.591 3.574 2.198  0.29
H8 -1.896 1.577 1.163  -0.11
H9 -4.688 1.149 1.930  0.49
H10 -3.372 1.203 3.106  0.26
H11 -3.665 -0.745 0.772  0.22
H12 -4.003 -1.110 2.453  0.43
H13 -1.302 -0.135 1.912  -0.23
H14 -1.803 -2.338 0.541  0.26
H15 -1.841 -2.954 2.191  0.44
H16 0.463 -3.070 1.293  0.50
H17 0.415 -1.880 2.605  0.46
H18 2.615 -2.297 1.650  0.47
H19 3.718 -1.028 1.118  0.49
H20 3.185 -2.276 -0.021  0.31
H21 3.933 -0.079 -1.059  0.53
H22 4.287 2.107 -2.169  0.44
H23 2.545 3.850 -2.020  0.47
N6 1.348 -2.611 -3.626  -0.05
C16 1.614 -3.512 -2.621  0.61
C17 2.726 -4.295 -2.324  -1.07
C18 2.614 -5.135 -1.232  -0.54
C19 1.436 -5.202 -0.473  -0.41
C20 0.343 -4.411 -0.767  -0.63
C21 0.448 -3.533 -1.845  0.71
N7 -0.487 -2.652 -2.358  -0.57
C22 0.076 -2.138 -3.419  0.38
C23 -0.566 -1.240 -4.381  -0.36
C24 -0.306 -1.214 -5.719  -0.50
S1 -1.309 -0.061 -6.474  -0.13
C25 -2.004 0.311 -4.963  -0.18
N8 -1.534 -0.369 -3.958  -0.10
H24 1.977 -2.315 -4.351  0.24
H25 3.624 -4.268 -2.927  0.43
H26 3.449 -5.769 -0.965  0.41
H27 1.385 -5.896 0.356  0.45
H28 -0.578 -4.478 -0.201  0.53
H29 0.361 -1.844 -6.285  0.43
H30 -2.766 1.071 -4.871  0.45
C26 0.397 0.599 5.576  -0.95
S2 1.236 1.394 4.194  0.20
C27 -0.208 2.295 3.601  -0.31
O1 1.508 0.318 3.202  -0.42
H31 -0.426 0.001 5.183  0.22
H32 0.037 1.348 6.281  0.40
H33 1.127 -0.042 6.067  0.37
H34 -0.461 3.079 4.315  0.55
H35 -1.039 1.598 3.493  -0.15
H36 0.058 2.731 2.638  0.04